# 1
{"formula": "C6H12", "method": "ωB97M-V/def2-TZVPD", "de_lowest_kcal_mol": 52.5, "gap_ha": [0.2395, 0.1189], "spin_multiplicity": 2, "energy_ev": -6405.4744, "total_charge": 1, "s2": 0.7530, "homo_energy_ev": [-12.3, -12.3], "elements": ["C", "C", "C", "H", "H", "H", "H", "H", "H", "C", "C", "C", "H", "H", "H", "H", "H", "H"], "coordinates": [[-1.790, 1.388, 1.743], [-2.271, 0.374, 0.758], [-3.192, -0.546, 0.964], [-0.718, 1.593, 1.637], [-1.971, 1.166, 2.789], [-2.267, 2.345, 1.505], [-1.873, 0.511, -0.249], [-3.597, -1.174, 0.182], [-3.606, -0.700, 1.957], [2.284, -1.155, -2.241], [1.920, -0.308, -1.106], [2.780, 0.067, -0.076], [1.416, -1.724, -2.574], [3.118, -1.807, -1.993], [2.672, -0.499, -3.045], [0.893, 0.048, -1.072], [2.582, 0.950, 0.533], [3.622, -0.529, 0.289]], "forces_ev_per_angstrom": [[0.4, 0.5, -0.2], [0.2, 0.3, -0.3], [-0.3, -0.4, 0.4], [0.0, -0.2, 0.0], [-0.2, -0.2, 0.1], [0.0, -0.1, 0.2], [-0.1, -0.1, 0.0], [0.2, 0.0, -0.1], [0.0, 0.1, -0.1], [0.2, -0.1, 0.5], [0.1, -0.3, -0.4], [0.1, 0.1, 1.0], [0.1, 0.2, -0.3], [0.1, -0.1, 0.0], [-0.3, -0.1, 0.0], [0.0, 0.2, 0.1], [-0.1, 0.0, -0.3], [-0.1, 0.0, -0.5]]}

---

# 2
{"formula": "C6H12Br2Si", "method": "ωB97M-V/def2-TZVPD", "de_lowest_kcal_mol": 0.0, "gap_ha": 0.3793, "energy_ev": -154379.4850, "total_charge": 0, "homo_energy_ev": -9.7, "elements": ["C", "C", "C", "C", "C", "C", "Si", "Br", "Br", "H", "H", "H", "H", "H", "H", "H", "H", "H", "H", "H", "H"], "coordinates": [[-0.015, -1.216, -1.998], [0.671, -0.226, -1.088], [1.159, -1.628, -1.184], [-1.808, -0.426, 0.832], [-0.550, 2.301, 0.011], [1.034, 0.403, 1.933], [-0.179, 0.491, 0.469], [2.838, -1.980, -2.092], [0.905, -2.874, 0.263], [-0.984, -1.595, -1.704], [0.110, -1.130, -3.069], [1.308, 0.489, -1.600], [-2.307, 0.025, 1.684], [-2.494, -0.369, -0.009], [-1.650, -1.473, 1.066], [-1.044, 2.806, 0.833], [0.357, 2.853, -0.213], [-1.201, 2.373, -0.855], [0.642, 0.952, 2.784], [1.211, -0.617, 2.258], [1.996, 0.840, 1.679]], "forces_ev_per_angstrom": [[-0.1, -0.2, -0.2], [-0.1, 0.3, 0.7], [0.3, -0.3, -0.2], [0.6, 0.3, -0.1], [0.1, -0.6, 0.3], [-0.5, 0.0, -0.5], [0.1, 0.1, -0.1], [-0.4, 0.2, 0.1], [0.0, 0.1, -0.1], [0.0, -0.1, 0.1], [0.1, 0.0, 0.0], [0.0, 0.0, 0.0], [-0.1, 0.2, 0.2], [-0.1, 0.1, -0.2], [0.1, -0.1, 0.0], [-0.1, 0.1, 0.2], [0.2, 0.0, 0.0], [-0.1, -0.1, -0.2], [-0.1, 0.2, 0.2], [0.0, -0.2, 0.0], [0.1, 0.1, -0.1]]}

---

# 3
{"formula": "C6H12Br6", "method": "ωB97M-V/def2-TZVPD", "de_lowest_kcal_mol": 1.1, "gap_ha": 0.3905, "energy_ev": -426672.0552, "total_charge": 0, "homo_energy_ev": -10.2, "elements": ["Br", "C", "C", "Br", "H", "H", "H", "H", "Br", "C", "C", "Br", "H", "H", "H", "H", "Br", "C", "C", "Br", "H", "H", "H", "H"], "coordinates": [[-3.577, 1.884, 1.943], [-3.762, 1.412, 0.064], [-3.695, 2.657, -0.769], [-3.843, 2.163, -2.651], [-4.716, 0.908, -0.056], [-2.961, 0.711, -0.151], [-2.750, 3.178, -0.666], [-4.538, 3.306, -0.559], [1.439, 3.284, 0.605], [0.121, 1.905, 0.856], [0.794, 0.567, 0.764], [-0.548, -0.826, 0.728], [-0.631, 2.019, 0.080], [-0.355, 2.052, 1.820], [1.442, 0.372, 1.616], [1.396, 0.445, -0.133], [2.216, -1.865, -1.841], [3.048, -2.546, -0.232], [3.438, -3.990, -0.351], [4.909, -4.273, -1.569], [2.293, -2.446, 0.548], [3.909, -1.931, 0.010], [2.623, -4.624, -0.686], [3.746, -4.362, 0.627]], "forces_ev_per_angstrom": [[0.0, 0.0, 0.0], [0.0, -0.3, 0.0], [-0.1, -0.1, -0.2], [0.0, 0.0, 0.0], [0.0, 0.0, 0.1], [0.0, 0.0, 0.0], [0.0, 0.1, 0.1], [0.1, 0.2, 0.0], [0.2, 0.3, 0.0], [-0.3, -0.2, 0.0], [0.5, -0.2, 0.1], [-0.1, -0.2, 0.1], [0.1, 0.1, -0.1], [0.0, 0.1, 0.0], [-0.1, 0.0, 0.1], [-0.2, 0.1, -0.1], [0.1, 0.1, -0.1], [-0.1, -0.1, 0.2], [-0.1, -0.4, 0.2], [0.1, 0.0, 0.0], [0.0, 0.0, 0.0], [0.0, 0.1, -0.1], [-0.1, 0.1, -0.1], [0.2, 0.1, -0.1]]}

---

# 4
{"formula": "C6H12BrCl4OS", "method": "ωB97M-V/def2-TZVPD", "gap_ha": 0.3685, "energy_ev": -139423.1421, "total_charge": 1, "homo_energy_ev": -13.4, "elements": ["C", "O", "C", "S", "C", "C", "C", "Br", "H", "H", "H", "H", "H", "H", "H", "H", "H", "H", "H", "H", "C", "Cl", "Cl", "Cl", "Cl"], "coordinates": [[3.977, -0.066, 0.282], [3.402, 1.243, 0.327], [2.248, 1.392, -0.388], [0.891, 1.497, 0.865], [-0.644, 0.792, 0.223], [-0.683, -0.695, -0.104], [0.156, -1.143, -1.296], [-0.661, -2.650, -2.189], [4.152, -0.371, -0.750], [4.927, 0.002, 0.801], [3.343, -0.798, 0.789], [2.232, 2.356, -0.894], [2.046, 0.590, -1.095], [1.306, 0.473, 1.622], [-1.349, 1.010, 1.029], [-0.941, 1.421, -0.619], [-0.433, -1.278, 0.785], [-1.732, -0.909, -0.322], [1.140, -1.506, -1.004], [0.257, -0.365, -2.049], [-4.744, -0.203, 0.797], [-4.188, 1.148, -0.212], [-6.272, 0.206, 1.545], [-4.906, -1.644, -0.198], [-3.525, -0.503, 2.056]], "forces_ev_per_angstrom": [[0.1, -0.1, 0.1], [0.2, 0.2, -0.1], [0.4, 0.0, -0.3], [-0.2, 0.2, 0.3], [-0.3, -0.2, 0.0], [0.0, 0.0, -0.1], [0.1, -0.1, 0.0], [0.0, -0.1, 0.0], [0.0, 0.0, 0.0], [0.0, 0.0, 0.0], [0.0, 0.0, 0.0], [-0.1, 0.0, 0.0], [-0.1, -0.1, 0.0], [0.0, -0.2, 0.1], [0.0, 0.0, 0.0], [0.1, 0.0, 0.0], [0.0, 0.0, 0.0], [0.0, 0.1, 0.1], [0.0, 0.2, 0.0], [0.0, 0.0, 0.0], [0.0, 0.0, 0.0], [0.0, 0.1, -0.1], [0.0, 0.0, 0.0], [0.0, 0.0, 0.0], [0.0, 0.0, 0.1]]}

---

# 5
{"formula": "C6H12CeO4", "method": "ωB97M-V/def2-TZVPD", "de_lowest_kcal_mol": 7.1, "gap_ha": [0.2319, 0.3787], "spin_multiplicity": 3, "energy_ev": -27516.3049, "total_charge": 2, "s2": 2.0046, "homo_energy_ev": [-14.4, -18.4], "elements": ["O", "C", "C", "O", "C", "Ce", "H", "H", "H", "H", "H", "H", "H", "C", "O", "C", "C", "O", "H", "H", "H", "H", "H"], "coordinates": [[-1.152, -1.045, 0.757], [-0.631, -2.342, 0.817], [0.767, -2.411, 0.213], [1.512, -1.282, 0.703], [2.886, -1.292, 0.335], [0.107, 0.573, 0.979], [-1.271, -3.054, 0.266], [-0.569, -2.673, 1.870], [0.731, -2.342, -0.887], [1.287, -3.335, 0.503], [3.451, -0.758, 1.107], [3.244, -2.329, 0.294], [3.022, -0.815, -0.647], [1.234, 1.907, -1.945], [0.115, 1.371, -1.233], [-1.042, 1.147, -2.027], [-2.191, 0.917, -1.095], [-2.898, 1.109, -0.169], [1.969, 2.276, -1.217], [1.681, 1.104, -2.539], [0.882, 2.703, -2.612], [-0.913, 0.270, -2.684], [-1.245, 2.028, -2.656]], "forces_ev_per_angstrom": [[1.0, 1.5, -0.1], [0.3, -1.6, 0.4], [-0.6, -0.8, -0.6], [-0.5, 0.4, 0.4], [1.2, -0.1, -0.2], [-1.4, -0.4, 0.5], [0.1, 0.3, 0.3], [-0.2, 0.1, -0.4], [0.1, -0.1, 0.3], [-0.2, 0.2, -0.1], [-0.1, -0.1, -0.2], [0.0, 0.3, 0.0], [0.0, -0.2, 0.2], [0.8, 0.0, -0.7], [1.3, 0.4, 0.7], [-1.7, -0.9, 0.8], [-1.4, 0.3, -2.6], [1.4, 0.0, 0.6], [-0.2, 0.1, -0.2], [0.0, 0.2, 0.0], [0.3, 0.0, 0.3], [0.0, 0.3, 0.3], [-0.3, -0.2, 0.3]]}

---

# 6
{"formula": "C6H12Cl12", "method": "ωB97M-V/def2-TZVPD", "de_lowest_kcal_mol": 2.6, "gap_ha": 0.4123, "energy_ev": -156685.8759, "total_charge": 0, "homo_energy_ev": -10.8, "elements": ["Cl", "C", "Cl", "H", "H", "Cl", "C", "Cl", "H", "H", "Cl", "C", "Cl", "H", "H", "Cl", "C", "Cl", "H", "H", "Cl", "C", "Cl", "H", "H", "Cl", "C", "Cl", "H", "H"], "coordinates": [[4.699, 1.353, 1.750], [4.609, 0.670, 0.132], [6.007, -0.343, -0.195], [3.713, 0.062, 0.019], [4.506, 1.420, -0.649], [-0.289, 2.047, -5.462], [-1.749, 1.375, -4.722], [-1.385, 0.031, -3.641], [-2.299, 2.175, -4.239], [-2.371, 0.998, -5.528], [-2.887, 1.579, 0.575], [-3.676, 0.782, 1.905], [-3.507, -0.988, 1.810], [-3.300, 1.127, 2.866], [-4.737, 1.020, 1.925], [2.475, -0.681, 4.014], [1.548, 0.678, 3.354], [-0.191, 0.407, 3.664], [1.817, 1.620, 3.819], [1.751, 0.763, 2.291], [1.339, 1.599, -0.977], [0.262, 0.358, -0.278], [1.132, -1.113, 0.137], [-0.222, 0.818, 0.577], [-0.512, 0.097, -0.992], [-2.003, -2.656, -1.681], [-1.204, -3.534, -0.369], [-2.148, -4.927, 0.137], [-0.237, -3.864, -0.726], [-1.142, -2.872, 0.484]], "forces_ev_per_angstrom": [[-0.2, 0.2, -0.1], [-0.6, -0.3, -0.6], [0.2, -0.1, -0.2], [0.1, -0.1, 0.5], [0.5, 0.3, 0.4], [0.0, 0.1, 0.1], [-0.3, 0.0, -0.7], [-0.1, 0.2, 0.1], [0.2, -0.1, 0.4], [0.1, -0.1, 0.0], [0.1, 0.3, -0.2], [-0.7, -0.3, 0.8], [0.0, 0.2, 0.1], [0.5, -0.1, -0.2], [0.0, -0.1, -0.5], [0.0, 0.4, -0.1], [-0.1, -0.1, 0.1], [0.2, 0.2, -0.3], [0.1, -0.2, 0.3], [-0.2, -0.3, 0.0], [-0.2, -0.2, 0.0], [-0.3, 0.5, -0.3], [0.1, 0.0, 0.2], [0.3, -0.3, 0.3], [0.2, 0.0, -0.2], [0.0, 0.1, -0.1], [-0.2, 0.1, 0.1], [-0.1, -0.3, 0.0], [0.0, 0.0, 0.1], [0.2, 0.1, -0.1]]}